[1]
Below is C55H46BrN2O3P2Rb as an isolated structure, with properties calculated with the ωB97M-V functional and the def2-TZVPD basis.

Computed properties:
total energy: -5739.51398 a.u.
ΔE to the lowest compared entry with this formula, charge and spin: 10.17 kcal per mole
M: 1010.30 g mol⁻¹
E_HOMO: -7.17 eV
spin multiplicity: 1

Atoms and positions in Å:
H: 1.12 -2.93 -2.99
C: 3.55 1.37 0.51
C: 1.08 2.67 -4.45
H: 1.97 4.33 -5.47
C: -1.45 -6.05 3.62
C: 3.39 1.07 1.85
H: 0.27 6.29 2.62
H: -1.64 -6.64 4.51
C: 2.43 -3.07 -1.31
C: 2.48 1.82 -0.25
H: -2.96 -4.94 5.16
H: 3.52 1.16 8.11
C: -2.01 4.52 0.08
H: -0.58 -4.32 -1.84
H: -4.41 -6.06 -2.56
C: -0.62 -6.52 2.62
H: 3.11 0.96 -5.14
H: -0.56 2.66 -6.65
H: 0.87 5.09 -1.42
H: -0.08 -0.81 0.54
O: -2.44 -2.20 0.91
H: 3.64 3.10 6.58
H: -3.46 -2.61 2.62
H: 0.28 -6.12 0.71
H: -0.50 0.43 6.84
C: -2.47 5.63 0.75
C: 0.42 1.00 6.76
C: 2.67 1.42 7.49
H: 4.52 1.27 0.05
C: -0.99 -4.51 1.37
H: 0.53 1.80 -7.74
O: 0.14 0.98 -3.01
H: 0.99 3.37 -7.11
Br: -2.70 2.47 3.15
C: -0.03 0.13 -4.08
N: -1.88 -0.50 3.26
C: 0.34 -1.86 -1.30
C: 1.48 4.85 -3.46
C: -0.38 -5.75 1.49
H: 1.91 -1.61 1.70
H: -0.38 -0.24 4.67
C: -1.66 6.27 1.68
C: 0.09 4.69 1.21
C: -1.83 -4.02 2.35
H: 3.16 -3.68 -1.84
H: 1.44 -0.17 8.24
C: -1.37 1.64 4.24
H: -0.81 3.53 4.91
C: -2.16 -2.93 -2.25
C: 0.94 4.42 -2.26
H: 1.85 5.86 -3.55
H: -2.66 4.01 -0.63
H: -0.91 -2.20 3.70
C: 0.43 0.45 -5.36
C: 1.51 0.67 7.56
C: 0.48 2.07 5.88
C: -0.42 -1.69 -6.11
C: -1.19 0.21 4.09
C: 0.47 3.12 -2.13
H: -3.48 6.00 0.57
H: 2.63 2.07 -1.29
H: 4.23 0.73 2.44
C: 1.73 -1.91 0.67
C: 1.15 1.75 -5.66
C: 1.22 1.95 0.33
C: -0.68 -1.07 -3.79
C: 2.13 1.19 2.44
C: 0.49 2.44 -6.86
C: 0.56 2.26 -3.23
N: -1.61 -1.76 3.10
C: 0.22 -0.50 -6.36
H: -2.02 7.13 2.23
C: -2.04 -4.80 3.49
C: -0.63 2.46 4.99
H: 1.71 3.68 5.16
C: -4.33 -3.92 -2.66
C: 1.65 2.83 5.84
C: 2.74 2.51 6.63
H: -3.96 -1.82 -2.66
H: 1.10 4.32 1.39
C: -3.78 -5.19 -2.48
C: -1.63 -4.20 -2.08
C: -2.45 -2.62 2.17
H: -0.84 -3.89 0.50
H: 3.54 -3.06 0.53
H: -0.15 -7.49 2.73
C: 0.59 -1.48 0.01
C: 1.06 1.61 1.67
P: -0.27 2.49 -0.59
Rb: -2.69 0.18 0.45
C: 1.29 -2.65 -1.96
C: 1.54 3.99 -4.54
P: -1.24 -1.36 -2.07
H: 3.16 2.37 -6.20
H: -5.38 -3.81 -2.88
O: -2.85 -4.28 4.47
C: 2.62 1.45 -5.98
H: -0.58 -2.41 -6.90
H: 0.09 1.71 2.14
C: 2.65 -2.72 0.01
C: -0.37 5.79 1.90
H: 2.69 0.79 -6.85
H: -2.01 -6.30 -2.03
C: -2.44 -5.32 -2.19
H: -1.38 -2.91 -4.62
C: -3.52 -2.80 -2.54
H: 0.58 -0.30 -7.36
C: -0.87 -1.98 -4.82
C: -0.72 4.03 0.29
H: 1.98 0.95 3.48

***

[2]
Below is C55H48Br2Cl2N4O4P2STi as an isolated structure, with properties calculated with the ωB97M-V functional and the def2-TZVPD basis.

Computed properties:
total energy: -10642.98757 a.u.
total charge: -2
ΔE to the lowest compared entry with this formula, charge and spin: 400.70 kcal per mole
M: 1201.61 g mol⁻¹
E_HOMO (alpha / beta): -0.78 / -2.56 eV
spin multiplicity: 3

Atoms and positions in Å:
C: 4.65 2.50 2.46
H: 0.30 7.37 0.28
C: 3.39 -2.17 -1.42
C: 1.39 3.77 3.79
H: -2.73 -5.62 3.75
H: -0.61 1.53 -0.52
C: -4.50 -6.22 2.69
H: -4.67 -6.95 3.42
H: -3.68 4.89 -4.80
C: -1.56 -1.80 -1.76
C: 5.15 -3.95 -1.80
H: 6.34 0.14 1.69
C: 1.59 -5.94 -0.27
H: -3.68 4.74 -3.21
C: -2.40 4.50 -1.60
H: -6.11 -6.68 1.52
C: 0.84 8.65 -4.22
H: 2.38 -6.30 0.34
C: 3.61 -3.44 -3.57
C: -0.02 -4.19 -0.73
C: -0.93 6.79 -4.18
C: -1.46 -0.68 -2.55
H: 2.80 3.84 -2.62
C: 5.14 0.30 1.33
Cl: 1.51 -1.71 -3.39
C: -1.74 -0.62 5.96
C: 0.03 7.53 -3.63
H: 0.23 -1.49 3.26
C: -5.10 -4.84 0.82
C: -2.71 -2.58 -1.90
H: 0.19 -6.37 -3.25
H: 5.76 2.42 2.40
C: 3.00 -2.43 -2.79
H: 3.70 -2.11 2.68
C: -0.10 6.23 -0.12
H: 0.02 9.47 -4.72
O: -2.71 3.27 -2.29
H: -0.59 -0.19 -2.56
H: -0.88 5.85 0.44
H: 4.44 4.32 3.47
O: 1.80 -1.93 2.01
H: -4.60 -2.77 -2.86
C: -3.68 -1.02 -3.42
H: 1.36 -4.14 0.91
C: -2.87 -1.39 5.54
H: 1.23 9.30 -3.33
O: 0.34 0.39 1.54
H: 1.02 7.71 -1.78
P: -1.44 -3.55 2.23
C: 2.40 1.83 -1.63
C: -1.56 5.32 -2.21
H: -2.35 0.73 -3.62
C: 4.49 -3.03 -1.01
H: -3.48 -3.04 4.23
C: -3.11 -4.36 2.02
C: 4.61 -4.12 -3.06
H: 6.00 -4.49 -1.41
C: 0.99 -4.76 0.08
N: 2.80 1.18 1.55
C: 2.79 -2.49 2.86
H: -3.95 6.18 -3.43
C: -2.77 -2.28 4.60
Br: -2.21 2.40 2.22
H: -1.75 0.18 6.78
H: -0.81 4.08 3.88
C: -3.26 5.45 -3.96
C: -2.28 -1.18 1.24
C: -3.41 -5.37 2.99
H: -2.47 -0.63 -0.09
N: -1.69 -2.41 0.99
Cl: 4.89 -3.14 0.69
Br: 1.75 5.26 4.69
H: -2.89 -3.44 -1.26
C: 2.04 2.99 -2.19
C: -5.37 -6.03 1.62
C: -0.31 6.23 -1.59
C: 3.79 3.32 3.17
C: -0.53 -1.54 4.06
Ti: 1.76 -0.65 0.59
H: -3.59 -3.39 0.35
S: 0.38 3.23 -1.99
N: 2.82 -1.37 -0.60
H: 0.13 0.17 5.33
H: -5.78 -4.67 0.04
H: 3.45 1.41 -1.64
C: -1.60 -2.45 3.84
C: 2.37 3.17 3.01
H: -3.37 -1.09 1.37
C: 0.49 6.92 -2.33
C: -0.31 2.64 2.52
H: -4.40 -0.92 -4.16
C: 0.08 3.46 3.47
O: 2.46 -3.34 3.62
H: 0.61 5.34 0.02
H: -1.85 -0.64 1.98
C: -0.34 -4.85 -1.94
C: 4.20 1.31 1.91
H: 5.41 0.60 0.37
C: 0.27 1.85 -1.03
H: 5.20 -4.91 -3.60
H: 1.91 -7.41 -1.77
C: 0.35 -6.01 -2.27
H: -3.79 -1.13 6.21
C: 2.05 1.96 2.20
H: 3.31 -3.51 -4.53
C: -2.51 -0.23 -3.26
C: 1.39 -6.56 -1.48
C: 0.64 1.71 2.13
P: -0.40 -2.40 -0.37
H: 1.54 8.54 -4.99
C: -0.56 -0.69 5.14
N: 1.35 1.14 -0.94
C: -1.75 5.68 -3.69
H: 4.74 -0.70 1.18
H: -1.09 7.04 -5.32
H: -0.95 -4.38 -2.69
H: -2.71 4.30 -0.44
C: -3.99 -4.11 0.96
C: -3.77 -2.26 -2.69

***

[3]
Below is C55H48NO3PRuS2 as an isolated structure, with properties calculated with the ωB97M-V functional and the def2-TZVPD basis.

Computed properties:
total energy: -3637.62054 a.u.
total charge: -1
ΔE to the lowest compared entry with this formula, charge and spin: 3.59 kcal per mole
M: 967.17 g mol⁻¹
E_HOMO (alpha / beta): -1.63 / -3.04 eV
spin multiplicity: 6

Atoms and positions in Å:
H: -1.03 -4.13 -4.21
H: -1.35 4.33 -2.76
H: -6.20 4.25 -1.65
H: -3.19 -5.28 0.10
C: 4.71 0.75 -1.84
C: 3.92 -0.14 3.77
O: 0.94 -1.96 0.47
C: 3.33 0.61 -1.93
H: -1.63 2.80 3.14
H: -4.87 3.10 0.07
C: 3.53 -5.25 1.28
H: 4.26 5.13 0.17
H: -4.16 -4.68 -1.35
C: -4.18 0.35 0.25
C: -4.59 2.94 -0.97
C: -1.63 -3.33 -2.26
H: 2.31 -1.42 4.48
C: -3.24 1.94 -2.67
H: -1.34 2.41 0.39
C: -1.28 1.03 4.34
H: 0.29 5.56 -4.22
H: 0.39 -2.49 3.81
H: -6.66 0.30 2.58
H: -0.71 -2.82 2.44
C: 3.24 1.92 0.91
O: 0.87 0.68 -0.44
C: -0.26 4.20 -2.64
H: -2.78 -4.21 -3.89
C: -4.71 -0.68 -0.55
C: -2.15 1.90 0.85
C: 4.14 3.03 0.65
C: 3.93 0.63 1.38
H: -7.48 -1.47 1.21
H: 5.10 2.70 0.23
H: -0.46 2.38 -1.47
H: 4.39 -0.15 4.76
C: 0.95 -4.77 2.12
H: -5.88 3.69 -4.06
C: 3.19 -0.63 1.24
C: -4.86 0.68 1.40
C: -3.13 -4.89 -0.92
C: 1.78 -3.68 1.77
H: 3.01 -7.37 1.37
H: -4.16 -0.93 -1.46
H: 0.63 -6.90 1.94
C: -3.55 2.05 -1.31
C: 4.92 -1.28 -3.23
C: 3.53 -1.33 -3.38
C: -6.52 -0.98 0.91
C: -6.06 0.03 1.73
Ru: -0.68 -0.91 -0.18
H: 2.96 -1.04 0.23
C: -0.54 -0.74 2.93
H: 1.47 1.57 2.22
C: 1.57 2.86 -1.76
H: 1.74 -0.16 -3.18
H: -2.79 2.70 1.26
O: -2.03 0.34 -0.98
H: 4.52 -5.47 0.90
C: -2.34 -3.63 -1.09
N: -0.91 -0.09 1.78
H: -2.46 1.35 -3.06
C: -1.52 1.74 3.16
C: 1.72 3.67 1.90
H: -6.09 -2.28 -0.76
H: 0.03 -4.60 2.66
C: 3.70 4.36 0.73
C: 2.04 4.76 -3.17
C: 5.50 -0.24 -2.47
C: 3.08 -3.92 1.41
H: -1.76 -5.32 -3.08
C: 2.80 -1.00 3.59
H: 3.11 -2.14 -3.94
H: 0.87 3.96 2.53
C: -1.56 1.11 1.95
C: 2.48 4.68 1.34
H: 3.77 -3.14 1.18
C: -2.91 1.11 -0.27
C: 0.67 4.96 -3.38
H: 3.58 3.72 -2.14
H: 5.14 1.61 -1.36
C: -5.16 3.34 -3.29
C: 2.78 -0.31 -2.87
C: -0.89 -0.29 4.17
P: 2.10 1.41 -0.84
C: 4.39 0.67 2.78
H: 6.56 -0.13 -2.38
C: 0.22 3.11 -1.92
C: -4.04 2.62 -3.61
S: -2.20 -2.64 0.28
C: -5.84 -1.40 -0.19
C: 1.34 -6.09 1.86
H: -0.95 -1.06 4.94
C: 2.65 -6.32 1.45
C: -1.80 -4.28 -3.43
C: 1.30 -2.23 1.80
H: 5.04 1.48 3.03
H: 4.89 0.44 0.84
C: 2.51 3.78 -2.31
H: 2.16 5.74 1.45
C: -5.41 3.55 -1.95
H: 5.55 -2.10 -3.60
H: -3.68 2.62 -4.60
H: -2.68 -5.68 -1.53
C: 2.09 2.34 1.75
H: -1.53 1.40 5.35
H: -4.50 1.41 2.11
S: -0.67 -1.91 -2.23
C: 2.47 -1.30 2.23
H: 2.79 5.46 -3.58
C: 0.10 -2.11 2.80

***

[4]
Below is C55H49BN7O4RbS2 as an isolated structure, with properties calculated with the ωB97M-V functional and the def2-TZVPD basis.

Computed properties:
total energy: -3654.98974 a.u.
total charge: -2
ΔE to the lowest compared entry with this formula, charge and spin: 37.10 kcal per mole
M: 1032.46 g mol⁻¹
E_HOMO: -1.58 eV
spin multiplicity: 1

Atoms and positions in Å:
H: 0.47 6.19 2.94
C: -0.80 3.88 4.70
C: -3.29 -3.03 7.08
N: -1.79 3.58 -1.43
H: 3.23 5.70 1.62
C: -1.73 -2.63 -1.94
N: -1.61 2.00 1.55
C: -2.10 -1.41 5.04
C: -2.14 -6.38 -2.25
H: -5.16 -2.26 6.25
C: 0.10 6.29 0.23
C: 2.98 -4.90 -3.91
C: -2.89 3.13 3.78
C: -2.28 5.87 -1.18
C: 2.25 -4.11 -3.05
H: 0.27 3.94 4.61
C: 4.34 -5.09 -3.64
H: 5.51 -0.90 -0.38
C: 5.84 -7.10 -3.74
C: 5.22 -5.95 -4.55
C: 3.90 0.19 0.52
H: 1.54 8.68 0.32
H: -5.69 -0.30 -4.23
H: -4.55 2.34 2.81
S: -3.64 5.28 -2.06
H: -3.38 4.70 6.73
C: 4.13 -0.10 -1.83
Rb: -0.79 0.27 -0.60
C: -2.43 -4.12 -3.82
H: 4.23 0.03 1.54
C: 2.01 1.50 1.42
H: -2.04 -7.26 -1.62
B: 0.67 -2.98 -1.97
H: -4.64 3.56 4.93
H: 0.35 7.88 2.45
C: -3.31 1.22 -2.25
C: 2.97 0.64 -1.98
C: -2.86 4.29 5.87
C: -0.84 2.64 2.50
C: -2.92 3.65 -2.04
C: 0.99 7.00 2.44
O: -5.20 -3.94 8.26
C: -1.50 3.24 3.68
H: 5.13 -7.15 -6.33
H: 5.95 -4.65 -2.30
H: 2.38 7.51 -0.70
H: -0.92 4.90 6.58
C: -5.12 0.51 -3.79
C: -3.57 3.66 4.87
C: -0.81 7.34 -0.01
C: -1.90 -2.97 6.91
H: -5.59 -3.40 7.57
C: -4.67 2.84 -3.57
C: -5.41 1.82 -4.14
H: 2.48 -5.36 -4.75
H: 2.61 5.05 0.09
C: -2.57 -6.51 -3.56
H: -1.49 -5.04 -0.70
C: 4.16 -3.68 -1.65
H: 4.61 -3.24 -0.77
C: -1.84 -5.13 -1.73
H: -0.25 -2.17 5.82
O: 1.90 -2.76 -1.28
C: -4.10 0.23 -2.88
C: 4.90 -4.49 -2.52
N: 0.96 2.20 1.25
H: 6.46 -7.73 -4.39
N: -0.51 -2.32 -1.59
H: 3.64 -7.21 -5.37
C: -3.50 -1.49 5.22
H: 4.01 -5.78 -6.35
H: 1.87 4.58 1.63
H: -1.28 -3.55 7.58
H: 7.01 -5.68 -5.76
C: -2.70 -5.37 -4.34
C: 1.38 6.60 1.01
C: 6.35 -5.08 -5.13
O: -3.17 -4.53 8.93
H: -3.03 -5.45 -5.37
C: -0.20 5.02 -0.24
C: -1.97 -3.98 -2.50
C: -1.33 -2.20 5.93
C: -1.47 4.41 5.79
C: 2.13 7.76 0.34
O: 0.93 -3.82 -3.09
H: -2.81 -7.48 -3.97
H: -3.90 -0.81 -2.65
C: -1.40 4.80 -0.94
H: 0.44 4.17 -0.07
C: 2.75 0.93 0.27
H: -4.13 -0.91 4.56
H: -2.56 -3.23 -4.42
C: -3.66 2.53 -2.65
S: -1.40 -0.42 3.84
H: 5.94 -4.27 -5.74
C: 2.32 5.41 1.09
C: -2.87 1.96 1.71
N: 2.29 1.16 -0.97
C: -4.08 -2.27 6.20
H: 2.57 0.84 -2.97
C: 4.61 -0.32 -0.55
H: 1.89 7.23 3.02
N: 0.45 2.72 2.43
H: 4.63 -0.51 -2.70
H: -2.67 7.97 -0.88
H: 3.05 7.97 0.88
H: -6.19 2.05 -4.86
H: 6.48 -6.72 -2.94
C: -3.83 -3.87 8.16
H: 2.40 1.29 2.42
H: 5.07 -7.72 -3.29
H: -3.47 1.44 0.96
H: 6.95 -4.63 -4.34
H: -0.59 8.33 0.36
C: -1.99 7.14 -0.71
H: -4.88 3.87 -3.86
C: 2.83 -3.49 -1.94
C: 4.45 -6.55 -5.72
N: -3.56 2.50 2.75